# 1
43
Properties=species:S:1:pos:R:3 method="wB97M-V/def2-TZVPD" spin_multiplicity=3 homo_lumo_gap_ev="4.88 / 6.67" charge=-2
Pt -0.61 -2.50 0.61
O -4.63 -1.53 1.62
C -4.88 -0.39 1.07
C -6.08 0.32 1.30
C -6.34 1.54 0.69
C -5.43 2.12 -0.19
C -4.24 1.43 -0.43
C -3.95 0.23 0.18
C -2.62 -0.44 -0.07
O -2.69 -1.84 0.08
N -1.62 0.07 0.88
N -0.36 -0.49 0.50
C 0.62 0.37 0.34
C 1.88 0.26 -0.27
Br 2.16 -1.20 -1.45
C 2.81 1.30 -0.13
C 4.12 1.57 -0.60
C 4.96 0.69 -1.34
C 6.23 1.07 -1.73
C 6.75 2.33 -1.43
C 5.94 3.21 -0.70
C 4.68 2.84 -0.30
H -3.41 -1.96 0.80
H -6.81 -0.12 1.98
H -7.28 2.05 0.90
H -5.64 3.06 -0.68
H -3.51 1.85 -1.12
H -2.28 -0.25 -1.10
H -1.58 1.08 0.78
H 0.42 1.37 0.74
H 2.42 2.09 0.51
H 4.62 -0.30 -1.58
H 6.84 0.37 -2.28
H 7.75 2.62 -1.74
H 6.31 4.20 -0.44
H 4.07 3.55 0.26
C 1.17 -2.90 1.24
H 1.90 -2.12 1.45
H 1.52 -3.92 1.31
O -0.12 -5.39 -0.97
C -0.78 -5.41 0.06
O -1.12 -4.45 0.83
H -1.19 -6.38 0.43

***

# 2
19
Properties=species:S:1:pos:R:3 method="wB97M-V/def2-TZVPD" homo_lumo_gap_ev="4.46 / 3.19" charge=+1
C -3.62 0.08 -0.26
C 4.57 0.14 0.65
C -2.36 -0.70 0.21
C -0.44 0.43 -0.74
N -1.14 0.07 0.46
P 3.16 -0.20 -0.49
H -4.07 0.64 0.54
H -3.53 0.76 -1.16
H -4.45 -0.51 -0.67
H 4.77 1.10 0.73
H 5.37 -0.46 0.21
H 4.48 -0.36 1.55
H -2.25 -1.46 -0.68
H -2.60 -1.48 1.03
H 0.21 1.24 -0.64
H 0.09 -0.35 -1.35
H -0.40 -0.27 1.21
H -1.51 0.95 0.91
H 3.73 0.38 -1.51

***

# 3
26
Properties=species:S:1:pos:R:3 method="wB97M-V/def2-TZVPD" homo_lumo_gap_ev=9.88 smiles="CCN(C)C(C)=O.CC"
C 0.21 1.46 -0.32
C 0.21 1.01 -1.89
C -2.04 2.52 0.03
C -0.62 -0.42 2.37
C -1.13 0.96 1.76
O -1.84 1.57 2.56
N -1.10 1.44 0.42
H 0.69 0.48 0.04
H 0.77 2.28 -0.28
H -0.90 1.21 -2.51
H 0.14 -0.16 -2.09
H -3.06 2.17 0.24
H -0.50 -1.03 1.36
H 0.93 1.62 -2.22
H -1.91 3.41 0.75
H -2.02 2.69 -1.09
H 0.34 -0.42 2.69
H -1.31 -0.91 2.93
C 1.11 -2.19 -1.09
C 2.20 -2.74 -0.06
H 0.66 -2.96 -1.68
H 0.15 -1.91 -0.60
H 1.56 -1.38 -1.64
H 3.13 -2.52 -0.45
H 2.11 -3.81 -0.23
H 2.24 -2.35 0.99

***

Relative energy (zero: lowest compared OMol25 entry of this formula, charge and spin) per entry: 0.0, 177.5, 101.3 kcal per mole